Density functional theory data (wB97M-V/def2-TZVPD) for 2 unconnected molecules or ions with the total composition C23H16F3N2O4S in a non-equilibrium geometry.

Each atom is followed by the atoms it is bonded to, with distances in Å.
Atoms and positions in Å:
1 N -6.27363 0.07566 3.54028  C2 1.171
2 C -5.14143 0.02426 3.24575  N1 1.171, C3 1.435
3 C -3.75943 -0.05075 2.86646  C2 1.435, C4 1.405, C13 1.402
4 C -3.18597 -1.29533 2.55539  C3 1.405, C5 1.382, H14 1.091
5 C -1.85534 -1.37930 2.19144  C4 1.382, C6 1.419, H15 1.092
6 C -1.04447 -0.21473 2.15665  C5 1.419, C7 1.442, C12 1.416
7 C 0.35912 -0.29221 1.83537  C6 1.442, C8 1.372, H16 1.090
8 C 1.25098 0.61202 2.35447  C7 1.372, N9 1.395, H17 1.094
9 N 2.46810 0.16012 2.86521  C8 1.395, O10 1.260, O11 1.261
10 O 3.32340 0.94194 3.35970  N9 1.260
11 O 2.63684 -1.08821 2.81853  N9 1.261
12 C -1.62111 1.02295 2.53102  C6 1.416, C13 1.387, H18 1.090
13 C -2.96599 1.10467 2.86082  C3 1.402, C12 1.387, H19 1.092
14 H -3.80704 -2.19129 2.60166  C4 1.091
15 H -1.40397 -2.34278 1.94407  C5 1.092
16 H 0.73201 -1.21267 1.38577  C7 1.090
17 H 1.03578 1.68143 2.43226  C8 1.094
18 H -1.00106 1.91901 2.54126  C12 1.090
19 H -3.40807 2.06905 3.11806  C13 1.092
20 F -2.55324 -4.14119 -4.43479  C21 1.364
21 C -3.06182 -3.51579 -3.33385  F20 1.364, F22 1.366, F23 1.373, C24 1.502
22 F -4.16508 -2.82243 -3.74324  C21 1.366
23 F -3.50479 -4.49333 -2.47747  C21 1.373
24 C -2.04858 -2.63836 -2.65502  C21 1.502, C25 1.393, C39 1.396
25 C -2.47184 -1.50201 -1.97029  C24 1.393, C26 1.387, H40 1.088
26 C -1.52990 -0.71692 -1.32197  C25 1.387, C27 1.416, H41 1.091
27 C -0.14583 -1.01211 -1.37954  C26 1.416, C28 1.440, C38 1.425
28 C 0.79164 -0.08564 -0.80021  C27 1.440, S29 1.745, H42 1.093
29 S 2.30068 0.04582 -1.66747  C28 1.745, C30 1.807, O36 1.446, O37 1.444
30 C 2.98855 1.64192 -1.17241  S29 1.807, C31 1.399, C35 1.389
31 C 3.14812 2.65793 -2.12012  C30 1.399, C32 1.397, H43 1.086
32 C 3.63640 3.90325 -1.71553  C31 1.397, C33 1.401, H44 1.090
33 C 3.96603 4.13239 -0.37323  C32 1.401, C34 1.399, H45 1.090
34 C 3.81972 3.10412 0.56403  C33 1.399, C35 1.398, H46 1.090
35 C 3.35617 1.85124 0.15053  C30 1.389, C34 1.398, H47 1.088
36 O 3.23546 -0.94396 -1.18062  S29 1.446
37 O 2.07661 0.19215 -3.08653  S29 1.444
38 C 0.23842 -2.21535 -2.04029  C27 1.425, C39 1.386, H48 1.090
39 C -0.70035 -2.99835 -2.69345  C24 1.396, C38 1.386, H49 1.090
40 H -3.52370 -1.22273 -1.96159  C25 1.088
41 H -1.84673 0.17365 -0.77660  C26 1.091
42 H 0.43896 0.91177 -0.52595  C28 1.093
43 H 2.88579 2.47291 -3.15780  C31 1.086
44 H 3.75773 4.68946 -2.46059  C32 1.090
45 H 4.34824 5.10457 -0.06221  C33 1.090
46 H 4.06889 3.25677 1.61457  C34 1.090
47 H 3.25491 1.03981 0.86763  C35 1.088
48 H 1.28081 -2.53549 -2.03913  C38 1.090
49 H -0.37997 -3.87791 -3.25102  C39 1.090

## Properties
E_HOMO: -4.03 eV
total charge: -1